An isolated molecule of C2H3NO2, computed with the ωB97M-V functional and the def2-TZVPD basis.

```
8
Properties=species:S:1:pos:R:3:lowdin_charge:R:1
H -1.368 -1.043 0.317 0.089
O 2.539 -0.022 -0.052 0.071
N -0.751 -0.351 0.675 0.054
H 1.328 1.367 0.884 0.118
O -1.044 0.901 0.022 -0.054
C -0.037 0.064 -0.478 -0.247
H -0.183 -0.234 -1.441 0.106
C 1.523 0.533 0.192 -0.136
```

Output
Frontier orbital gap = 10.776 eV
HOMO energy = -9.9 eV
Structure (SMILES) = O=C[C@H]1NO1

A structure of composition C40H42N6O6S2SeW, computed with the ωB97M-V functional and the def2-TZVPD basis.

```
98
Properties=species:S:1:pos:R:3:lowdin_charge:R:1
O -5.149 -0.565 1.831 0.136
H -0.980 2.755 0.223 0.147
H -2.504 -2.240 -3.733 0.083
H -0.591 -4.420 2.636 0.095
O -5.356 1.582 2.361 0.110
H 3.579 -3.634 -4.949 0.109
H -4.171 3.313 -3.973 0.120
H 5.714 2.344 -0.671 0.136
C 2.408 -4.522 1.042 -0.011
C -3.762 -0.024 -3.974 -0.014
C -2.431 2.300 -3.252 -0.299
C -3.703 2.343 -3.817 -0.026
H -6.135 0.290 -5.075 0.072
O -1.189 -1.695 -0.006 -0.192
H 4.724 -5.022 -3.233 0.102
H -4.643 -4.525 4.018 0.103
C -2.329 -1.359 0.480 -0.517
C 3.270 -3.578 -3.912 -0.066
C 4.784 1.787 -0.645 0.018
C 1.013 6.187 0.475 -0.071
H 2.116 2.798 1.780 0.058
C 3.526 -0.227 -0.841 -0.078
N 1.207 -2.463 2.032 -0.059
H -4.275 -0.939 -4.259 0.114
C -0.923 -3.604 4.590 -0.299
C 2.499 5.915 0.654 -0.200
H -5.765 1.905 -5.688 0.078
C -2.847 2.223 1.095 0.039
N -1.401 0.789 0.253 -0.133
C 0.497 -3.140 4.773 -0.411
H -2.535 4.357 -2.623 0.076
O 0.952 -1.783 -1.841 -0.308
H 4.008 -4.905 -0.894 0.108
C 3.507 3.943 -0.355 -0.415
O 4.021 4.584 -1.254 0.088
H 4.338 4.583 2.888 0.080
H 1.477 2.189 -0.262 0.066
C 2.051 -3.351 0.168 -0.217
C 1.880 -2.628 -2.208 -0.345
H -6.481 1.714 -4.093 0.081
H 1.841 4.364 2.503 0.117
H -1.794 -1.770 -2.196 0.051
H 0.822 7.262 0.442 0.077
H 5.653 -0.138 -1.037 0.117
C 0.947 -1.375 2.652 -1.071
H 4.538 2.938 2.264 0.072
H -1.045 3.524 -2.118 0.005
C 3.504 -4.298 -1.636 -0.038
H 0.816 -3.227 5.812 0.077
H 0.662 5.751 -0.463 0.074
C -3.394 0.967 1.235 -0.027
C 4.751 0.429 -0.852 -0.006
H 2.864 6.352 1.587 0.122
Se -0.032 1.028 -2.354 0.795
C -3.204 -3.690 5.380 -0.080
C -2.489 -0.124 -3.414 -0.283
C -1.778 3.625 -2.915 -0.091
C 2.565 3.773 1.944 -0.202
C 2.478 -3.432 -1.243 -0.134
C 2.258 -2.717 -3.553 0.013
H -2.957 -5.014 2.273 0.107
C -3.601 -4.284 4.186 -0.085
S 0.720 -1.372 4.395 0.913
H 3.618 3.211 3.748 0.081
N -1.655 2.055 0.491 0.050
C -1.884 -1.489 -3.241 -0.060
C -1.819 1.049 -3.048 -0.490
C 3.591 2.440 -0.404 -0.102
C -1.874 -3.353 5.578 -0.057
H 0.424 5.772 1.299 0.065
C -5.768 1.277 -4.795 -0.051
H 3.310 -4.312 1.622 0.105
N 2.375 0.393 -0.633 -0.138
C -2.657 -4.558 3.208 -0.077
C -2.428 0.119 0.683 -0.153
H 1.758 -2.082 -4.274 0.123
H -3.935 -3.481 6.152 0.103
H -0.880 -1.527 -3.667 0.060
C -4.388 1.195 -4.185 -0.269
H -3.240 3.188 1.370 0.146
C 3.912 -4.367 -2.951 -0.081
C 3.841 3.618 2.760 -0.055
C -4.719 0.692 1.861 -0.490
N 1.431 -2.326 0.644 -0.056
H 3.478 -1.289 -1.016 0.101
S 0.806 0.193 1.941 0.645
H 2.574 -5.409 0.437 0.078
N 2.781 4.479 0.667 -0.057
H -4.492 -1.175 1.417 0.068
O -3.244 -2.125 0.701 0.104
C -1.324 -4.218 3.408 -0.045
H 1.191 -3.682 4.136 0.066
H -1.243 4.027 -3.781 0.088
H 1.612 -4.711 1.752 0.062
H 3.063 6.350 -0.164 0.114
C 2.423 1.701 -0.415 -0.182
W 0.409 -0.619 -0.440 1.316
H -1.568 -2.880 6.507 0.113
```

Output
2S+1 = 3
Frontier orbital gap (alpha / beta) = 6.964 / 6.669 eV
HOMO energy (alpha / beta) = -7.2 / -7.6 eV

A structure of composition C48H23BrF2N10O2PbS2, computed with the ωB97M-V functional and the def2-TZVPD basis.

```
89
Properties=species:S:1:pos:R:3:lowdin_charge:R:1
H 15.194 12.213 11.642 0.146
H 11.621 19.572 11.050 0.121
H 12.843 8.582 11.674 0.114
N 9.506 13.753 15.258 0.062
C 9.055 12.170 16.860 -0.104
H 15.030 18.058 9.014 0.093
C 8.417 14.162 16.018 -0.332
N 13.297 14.304 12.071 0.264
H 6.116 17.697 16.995 0.100
C 12.343 18.760 10.876 -0.009
C 11.824 12.213 14.412 -0.265
S 7.468 13.330 10.530 0.373
C 13.043 11.460 14.106 -0.094
C 11.812 8.852 11.655 -0.013
C 12.216 14.973 7.320 -0.197
C 12.848 15.466 12.336 -0.238
C 14.330 17.849 9.804 -0.090
C 6.959 12.917 17.782 -0.029
H 8.072 10.011 11.199 0.113
C 11.326 17.231 12.712 -0.258
C 8.070 13.149 17.003 -0.117
C 14.983 10.038 14.033 -0.057
C 9.514 8.416 11.476 -0.707
H 14.942 15.885 10.380 0.111
H 16.303 10.066 12.401 0.103
H 9.877 10.267 17.493 0.092
H 11.291 15.286 15.124 0.112
Br 8.128 7.153 11.311 0.711
C 10.006 12.652 15.823 -0.292
C 9.152 9.734 11.375 -0.122
C 11.521 10.196 11.543 -0.073
H 15.650 9.375 14.567 0.087
C 13.287 16.650 11.551 -0.090
C 10.623 13.258 8.086 -0.221
N 11.737 15.860 13.141 0.040
C 11.191 14.543 8.211 -0.203
C 11.149 12.348 7.155 -0.195
C 14.321 16.735 10.614 -0.009
C 10.591 15.493 8.979 -0.086
C 9.441 15.224 9.720 -0.783
H 5.972 11.410 18.950 0.084
H 13.471 19.728 9.345 0.093
C 13.774 10.537 14.733 0.007
C 7.881 10.688 18.260 -0.096
C 12.315 17.622 11.698 -0.107
C 7.162 20.373 15.122 -0.123
H 5.732 20.091 16.682 0.070
C 6.858 11.661 18.381 -0.101
H 10.942 16.514 8.970 0.106
H 8.593 20.443 13.561 0.101
C 10.173 10.667 11.394 0.030
H 10.019 11.739 11.313 0.076
H 9.005 11.973 8.674 0.114
C 8.174 19.847 14.361 -0.030
F 12.426 17.013 15.047 0.057
C 8.885 13.889 9.661 -0.808
C 7.719 17.669 15.480 -0.122
S 8.689 16.531 10.643 0.457
H 6.115 13.606 17.878 0.111
H 7.776 9.735 18.774 0.085
N 11.580 13.150 13.496 0.133
C 14.578 11.415 12.018 -0.190
N 7.736 15.249 15.954 0.189
H 6.798 21.393 14.944 0.086
N 11.454 11.625 6.305 0.146
H 10.953 6.870 11.719 0.096
N 10.338 17.958 13.092 0.185
C 15.349 10.430 12.789 -0.027
C 12.561 11.236 11.563 -0.331
N 12.985 15.370 6.561 0.139
C 13.333 11.830 12.766 -0.173
Pb 9.213 14.618 12.580 1.255
C 13.338 18.828 9.927 -0.096
C 8.433 18.463 14.560 -0.108
N 9.220 16.335 14.415 0.003
C 8.183 16.350 15.278 -0.320
C 12.568 13.100 12.478 -0.413
C 9.054 10.938 17.525 -0.011
C 6.461 19.587 16.093 -0.124
F 13.248 15.002 14.775 0.062
O 13.797 10.848 10.914 0.044
C 6.700 18.250 16.268 -0.036
C 9.387 17.592 13.960 -0.371
H 13.561 10.235 15.773 0.113
O 12.051 12.523 11.244 0.055
N 11.073 11.905 15.498 0.165
C 9.528 12.931 8.825 -0.093
C 10.797 7.944 11.672 -0.134
C 12.102 15.743 14.583 -0.301
```

Output
Total charge = -2
Frontier orbital gap (alpha / beta) = 5.215 / 5.215 eV
HOMO energy (alpha / beta) = -1.8 / -1.8 eV

Asked for max |F| across the records above, the calculation gives 6.50 2.83 2.38 eV Å⁻¹ in order.